{"formula": "C4H2FOS", "method": "the ωB97M-V functional and the def2-TZVPD basis", "symbols": ["C", "C", "C", "C", "O", "F", "S", "H", "H"], "positions_angstrom": [[-0.92215, 0.35741, -0.05859], [0.45061, -1.28732, 0.27216], [-1.48409, 1.36019, 0.63142], [1.33991, -0.44871, -0.19095], [-0.89270, -0.95583, 0.31796], [-1.28035, 2.59366, 0.03792], [2.70704, 0.34104, -0.46053], [-0.43694, 0.41631, -1.05863], [0.51866, -2.37675, 0.50925]], "mulliken_charge": [-0.177, 0.245, -0.633, -0.302, -0.277, -0.182, -0.366, 0.347, 0.345], "total_energy_ev": -19776.5320, "multiplicity": 1, "fmax_ha_per_bohr": 0.0672, "total_charge": -1, "gap_ev": 6.01, "relative_energy_kcal_mol": 53.66}



{"formula": "C4H2FeLiO2", "method": "the ωB97M-V functional and the def2-TZVPD basis", "symbols": ["H", "O", "C", "C", "C", "Li", "O", "C", "Fe", "H"], "positions_angstrom": [[-3.15405, 0.60572, -0.77386], [-2.60476, -0.40390, 0.94346], [-2.31307, 0.23823, -0.15921], [-1.02491, 0.42742, -0.57752], [0.27796, 0.33096, -0.20749], [-0.87044, -0.93122, 1.45448], [2.38425, -0.86007, 0.16770], [1.17138, -1.01747, -0.29897], [1.98774, 0.98517, 0.73646], [1.02536, -1.80382, -1.06810]], "mulliken_charge": [0.329, -0.845, 0.314, -0.259, -0.439, 0.805, -0.653, 0.135, 0.265, 0.347], "total_energy_ev": -42861.5970, "s_squared": 8.971, "multiplicity": 6, "fmax_ha_per_bohr": 0.0678, "gap_ev": [5.39, 5.66], "relative_energy_kcal_mol": 13.11}



{"formula": "C4H2IN2O2", "method": "the ωB97M-V functional and the def2-TZVPD basis", "symbols": ["C", "C", "C", "C", "N", "N", "O", "O", "I", "H", "H"], "positions_angstrom": [[0.39578, 1.37708, -0.62915], [0.33666, 0.97515, 0.66886], [-0.88742, -1.67793, -1.73747], [0.74721, 0.10940, 1.67995], [-0.13574, 0.57345, -1.57866], [-0.62210, -0.57782, -1.09148], [1.26038, 1.32675, 1.80619], [0.53871, -0.89694, 2.31263], [-1.60712, -3.12468, -0.34260], [0.57987, 2.38315, -1.02377], [-0.60623, -0.46761, -0.06450]], "mulliken_charge": [-0.056, -0.491, -0.259, 0.913, -1.191, 0.706, -0.433, -0.577, -0.157, 0.370, 0.176], "total_energy_ev": -19352.2868, "multiplicity": 1, "fmax_ha_per_bohr": 0.0590, "total_charge": -1, "gap_ev": 6.69, "relative_energy_kcal_mol": 121.60}



{"formula": "C4H2IO2", "method": "the ωB97M-V functional and the def2-TZVPD basis", "symbols": ["O", "C", "O", "C", "C", "C", "I", "H", "H"], "positions_angstrom": [[-0.29120, 1.88301, 1.52832], [0.60453, 1.48207, 0.81100], [1.39266, 2.04830, 0.12363], [0.74968, -0.03922, 0.69099], [-0.14262, -0.79876, 0.08460], [-1.14188, -1.19385, -0.65475], [-1.00458, -1.10882, -2.87083], [1.72945, -0.35897, 0.87664], [-1.89603, -1.91375, -0.58959]], "mulliken_charge": [-0.693, 0.536, -0.629, -0.263, 0.230, -0.767, -0.146, 0.319, 0.414], "smiles": "O=C([O-])C=C=CI", "total_energy_ev": -16375.5181, "multiplicity": 1, "fmax_ha_per_bohr": 0.0853, "total_charge": -1, "gap_ev": 7.36, "relative_energy_kcal_mol": 0.29}



{"formula": "C4H2N2", "method": "the ωB97M-V functional and the def2-TZVPD basis", "symbols": ["C", "C", "C", "C", "N", "N", "H", "H"], "positions_angstrom": [[0.45241, 2.09803, -1.39523], [0.44027, -2.32484, 1.05480], [-0.20032, 1.45681, -0.58581], [-1.68251, 0.19670, 0.87754], [0.64418, -1.60749, 0.13317], [-1.08771, 0.93022, 0.16335], [1.17209, 2.16491, -2.15454], [0.26159, -2.91434, 1.90672]], "mulliken_charge": [-0.948, 0.097, 0.816, -0.127, -0.381, -0.062, 0.324, 0.282], "total_energy_ev": -7151.4296, "s_squared": 2.010, "multiplicity": 3, "fmax_ha_per_bohr": 0.1569, "gap_ev": [6.75, 7.33], "relative_energy_kcal_mol": 0.00}



{"formula": "C4H2N2O", "method": "the ωB97M-V functional and the def2-TZVPD basis", "symbols": ["N", "C", "O", "C", "C", "C", "N", "H", "H"], "positions_angstrom": [[1.23554, -0.77279, 0.44042], [0.07021, -0.28992, 0.93146], [-0.27234, -0.33757, 2.09488], [-0.81067, 0.36987, -0.07869], [-1.95705, 1.01953, -0.11147], [-1.06404, 1.26362, -2.36540], [-0.56763, 0.64579, -1.46679], [1.46746, -0.73710, -0.53872], [1.89851, -1.16143, 1.09432]], "mulliken_charge": [-0.352, 0.036, -0.573, 0.731, -0.129, -0.046, -0.132, 0.233, 0.232], "total_energy_ev": -9202.4502, "multiplicity": 1, "fmax_ha_per_bohr": 0.0206, "gap_ev": 10.13, "relative_energy_kcal_mol": 98.91}



{"formula": "C4H2N2O", "method": "the ωB97M-V functional and the def2-TZVPD basis", "symbols": ["N", "C", "C", "C", "C", "N", "O", "H", "H"], "positions_angstrom": [[4.02069, -0.07540, 0.11215], [2.90874, 0.23899, 0.01797], [1.53061, 0.32020, -0.03508], [0.36161, 0.02203, -0.00559], [-0.99078, -0.53621, 0.07374], [-1.97677, 0.36358, -0.11576], [-1.14559, -1.71887, 0.29290], [-1.77875, 1.33354, -0.27795], [-2.92977, 0.05214, -0.06237]], "mulliken_charge": [-0.374, 0.020, 0.702, 0.076, 0.000, -0.334, -0.534, 0.217, 0.226], "smiles": "N#CC#CC(N)=O", "total_energy_ev": -9205.8663, "multiplicity": 1, "fmax_ha_per_bohr": 0.0232, "gap_ev": 10.48, "relative_energy_kcal_mol": 20.13}



{"formula": "C4H2N2O", "method": "the ωB97M-V functional and the def2-TZVPD basis", "symbols": ["N", "C", "C", "C", "C", "N", "O", "H", "H"], "positions_angstrom": [[3.20642, 1.25025, 0.17983], [2.65009, 0.24282, 0.05144], [1.62901, -0.68843, 0.03443], [0.42449, -0.72055, 0.13481], [-1.02678, -0.71755, 0.07081], [-1.58246, 0.50140, -0.16395], [-1.63820, -1.76017, 0.16679], [-1.08018, 1.37789, -0.17822], [-2.58237, 0.51433, -0.29593]], "mulliken_charge": [-0.341, 0.309, 0.057, 0.136, 0.298, -0.372, -0.538, 0.221, 0.230], "smiles": "N#CC#CC(N)=O", "total_energy_ev": -9205.3789, "multiplicity": 1, "fmax_ha_per_bohr": 0.0252, "gap_ev": 10.37, "relative_energy_kcal_mol": 31.37}



{"formula": "C4H2N2O3", "method": "the ωB97M-V functional and the def2-TZVPD basis", "symbols": ["O", "C", "C", "C", "N", "N", "H", "H", "O", "C", "O"], "positions_angstrom": [[-1.42771, 0.97493, -2.55447], [-1.35851, 0.36080, -1.54482], [-0.09316, 0.01025, -0.75922], [-0.52936, -0.25450, 0.46630], [-1.96457, -0.32937, 0.48619], [-2.42734, 0.04788, -0.58173], [0.88174, 0.21337, -1.13861], [0.12904, -0.38512, 1.26705], [-3.36253, 3.26970, 0.24955], [-2.39408, 2.76071, 0.58740], [-1.40551, 2.33091, 1.00299]], "mulliken_charge": [-0.423, 0.590, -0.150, -0.442, -0.185, -0.268, 0.412, 0.444, -0.342, 0.737, -0.372], "smiles": "O=C1C=CN=N1.O=C=O", "total_energy_ev": -13301.0089, "multiplicity": 1, "fmax_ha_per_bohr": 0.0547, "gap_ev": 8.10, "relative_energy_kcal_mol": 8.12}



{"formula": "C4H2N2S4", "method": "the ωB97M-V functional and the def2-TZVPD basis", "symbols": ["C", "C", "C", "C", "N", "N", "S", "S", "S", "S", "H", "H"], "positions_angstrom": [[-1.67184, 0.35266, 0.80973], [1.63066, -0.41861, -0.50992], [-0.83635, -0.11856, -0.19502], [0.42637, -0.29602, -0.19590], [-2.51628, 0.70353, 1.49571], [2.83918, -0.58967, -0.54667], [-3.67605, 0.24550, -1.43653], [3.53864, 0.05221, 1.09479], [-1.79511, -0.49956, -1.72326], [2.07756, 0.52417, 2.24666], [-3.60632, 1.30293, -2.26139], [3.58954, -1.25860, 1.22180]], "mulliken_charge": [0.039, 0.690, 0.748, -0.471, -0.362, -0.664, -0.202, 0.108, -0.052, -0.249, 0.181, 0.233], "total_energy_ev": -50497.0048, "multiplicity": 1, "fmax_ha_per_bohr": 0.0572, "gap_ev": 7.77}